DFT (wB97M-V/def2-TZVPD) results for one molecule with the formula C8H6BrNO3 at a distorted geometry.

ORCA input file:
```
! wB97M-V def2-TZVPD RIJCOSX def2/J DEFGRID3
* xyz 0 1
O -1.014 -3.397 -1.104
C -2.006 -2.849 -0.803
O -2.215 -2.340 0.433
N -3.173 -1.202 0.422
O -4.344 -1.508 0.475
C -2.635 0.005 0.360
Br -3.838 1.288 0.015
C -1.178 0.328 0.433
C -0.320 -0.417 1.260
C 0.999 -0.382 1.113
C 1.536 0.508 0.168
C 0.730 1.378 -0.499
C -0.658 1.246 -0.454
H -2.984 -2.820 -1.506
H -0.791 -0.717 2.168
H 1.667 -0.969 1.710
H 2.505 0.406 -0.165
H 1.240 1.955 -1.259
H -1.108 2.152 -0.772
*
```

* SMILES string: O=CO/[N+]([O-])=C(/Br)c1ccccc1
* energy above the lowest of the compared OMol25 structures with the same formula, charge and spin: 182.12 kJ/mol
* calculated total energy: -86063.1968 eV
* E_HOMO (alpha / beta): -8.895 / -8.894 eV
* HOMO-LUMO gap (alpha / beta): 0.3161 / 0.3160 Eh

Mulliken atomic charge list, values in e, 5 entries: atom 1 (O): -0.4100, atom 2 (C): 0.2294, atom 3 (O): -0.2633, atom 4 (N): 0.6423, atom 5 (O): -0.6386

---

DFT (wB97M-V/def2-TZVPD) results for a 2-piece molecular cluster, C8H6Cl2O2 overall at a distorted geometry.

ORCA input file:
```
! wB97M-V def2-TZVPD RIJCOSX def2/J DEFGRID3
* xyz 0 1
C 2.906 0.710 0.217
C 2.618 -0.590 -0.216
C 1.851 1.551 0.636
C 1.263 -0.964 -0.314
C 0.526 1.218 0.504
C 0.294 -0.038 -0.014
C -3.826 -1.539 -0.698
C -2.117 -0.054 -0.024
O -4.557 -1.917 0.129
O -0.945 -0.622 -0.417
Cl -2.503 1.519 -0.722
Cl -2.188 0.124 1.707
H 3.917 1.207 0.394
H 3.347 -1.217 -0.399
H 2.231 2.537 0.990
H 1.134 -1.994 -0.690
H -0.402 1.691 0.735
H -3.550 -1.623 -1.817
*
```

* energy above the lowest of the compared OMol25 structures with the same formula, charge and spin: 348.16 kJ/mol
* calculated total energy: -37528.9253 eV
* E_HOMO: -8.542 eV
* HOMO-LUMO gap: 0.3197 Eh

Mulliken atomic charge list, values in e, 5 entries: atom 1 (C): -0.4834, atom 2 (C): -0.4816, atom 3 (C): -0.4815, atom 4 (C): -0.4546, atom 5 (C): -0.5494

---

DFT (wB97M-V/def2-TZVPD) results for C8H6Cl3MgO2 as an isolated structure at a distorted geometry.

ORCA input file:
```
! wB97M-V def2-TZVPD RIJCOSX def2/J DEFGRID3
* xyz 1 1
Mg 4.026 -6.489 6.443
C 5.838 -5.740 8.315
C 6.401 -7.079 7.845
C 5.510 -8.248 7.947
C 3.944 -8.158 8.193
C 3.534 -6.305 8.815
C 4.567 -5.346 8.520
H 6.484 -4.936 7.972
H 6.882 -6.917 6.978
H 5.254 -8.630 6.677
H 3.076 -8.859 8.644
H 2.601 -6.390 9.261
H 4.355 -4.200 8.296
Cl 4.140 -6.605 1.750
C 4.784 -6.572 3.406
Cl 3.255 -7.295 4.355
Cl 5.973 -7.916 3.491
C 5.456 -5.387 4.175
O 6.285 -4.771 3.561
O 5.050 -5.279 5.409
*
```

* calculated total energy: -55486.4579 eV
* E_HOMO (alpha / beta): -13.769 / -13.748 eV
* HOMO-LUMO gap (alpha / beta): 0.2775 / 0.2762 Eh

Mulliken atomic charge list, values in e, 5 entries: atom 1 (Mg): 0.7795, atom 2 (C): 0.0657, atom 3 (C): -0.2813, atom 4 (C): -0.1586, atom 5 (C): -0.4027